Molecular formula: C76H215N19O22
Method: DFT, the ωB97M-V functional and the def2-TZVPD basis

DFT total energy = -5719.83938 hartree
HOMO level = -0.288 hartree
Molar mass = 1747.67 g mol⁻¹
F_max = 0.0721 Eh/bohr
Kohn-Sham gap = 8.16 eV
Charge = 0

Cartesian coordinates (Å):
O1 -1.38 2.33 6.20
H1 -1.44 1.46 6.64
H2 -0.47 2.65 6.44
O2 1.99 0.61 -4.78
H3 2.08 -0.34 -4.93
H4 2.86 1.06 -4.89
O3 -2.57 -2.79 -6.18
H5 -2.58 -3.26 -6.99
H6 -3.31 -2.16 -6.22
C1 0.78 -2.87 -6.86
C2 1.11 -3.98 -5.90
C3 1.28 -3.41 -4.51
O4 2.25 -2.37 -4.49
C4 3.26 -2.54 -3.50
N1 0.07 -4.98 -5.84
H7 1.66 -2.23 -6.85
H8 -0.15 -2.34 -6.55
H9 0.61 -3.31 -7.83
H10 2.04 -4.50 -6.17
H11 1.55 -4.19 -3.83
H12 0.40 -3.01 -4.00
H13 3.48 -3.57 -3.15
H14 2.98 -2.02 -2.60
H15 4.16 -2.04 -3.83
H16 -0.82 -4.53 -5.83
H17 0.06 -5.44 -6.75
C5 -1.79 5.97 6.12
C6 -3.21 5.56 5.74
C7 -4.10 6.62 5.15
O5 -4.23 7.71 6.04
C8 -4.88 8.89 5.59
N2 -3.15 4.44 4.82
H18 -1.75 6.94 6.67
H19 -1.19 6.22 5.25
H20 -1.35 5.17 6.76
H21 -3.65 5.28 6.71
H22 -5.14 6.28 5.06
H23 -3.71 6.90 4.16
H24 -4.37 9.77 5.98
H25 -5.90 8.78 5.86
H26 -4.83 8.99 4.49
H27 -2.41 4.54 4.09
H28 -2.99 3.56 5.26
C9 -2.85 7.43 -0.18
C10 -3.72 6.71 -1.13
C11 -2.97 5.96 -2.20
O6 -3.92 5.26 -3.01
C12 -3.39 4.41 -3.99
N3 -4.71 5.82 -0.39
H29 -3.29 7.72 0.79
H30 -2.38 8.28 -0.63
H31 -2.03 6.83 0.18
H32 -4.48 7.42 -1.58
H33 -2.31 5.15 -1.79
H34 -2.39 6.70 -2.80
H35 -2.90 4.96 -4.78
H36 -4.21 3.77 -4.34
H37 -2.61 3.76 -3.58
H38 -5.19 5.18 -1.01
H39 -4.22 5.28 0.33
C13 -4.56 2.03 2.79
C14 -3.88 0.96 1.93
C15 -4.83 -0.23 1.67
O7 -4.30 -1.18 0.65
C16 -5.09 -2.36 0.41
N4 -3.38 1.62 0.70
H40 -3.95 2.94 2.82
H41 -4.82 1.76 3.81
H42 -5.54 2.28 2.28
H43 -3.00 0.59 2.46
H44 -5.78 0.21 1.32
H45 -4.98 -0.77 2.61
H46 -4.60 -2.92 -0.38
H47 -6.07 -2.06 0.01
H48 -5.21 -3.09 1.28
H49 -4.14 2.07 0.17
H50 -2.95 0.92 0.08
C17 0.18 -5.21 1.55
C18 0.20 -5.05 -0.03
C19 -1.18 -4.69 -0.56
O8 -1.15 -4.53 -2.00
C20 -2.20 -3.73 -2.47
N5 1.21 -4.02 -0.30
H51 -0.15 -4.31 2.05
H52 1.16 -5.45 2.00
H53 -0.60 -5.91 1.82
H54 0.61 -6.01 -0.33
H55 -1.53 -3.76 -0.04
H56 -1.89 -5.46 -0.23
H57 -2.18 -3.77 -3.54
H58 -2.07 -2.75 -2.11
H59 -3.21 -4.11 -2.20
H60 1.23 -3.73 -1.29
H61 0.89 -3.19 0.20
C21 5.63 -6.00 -2.57
C22 4.37 -6.15 -1.73
C23 4.26 -7.54 -0.94
O9 3.92 -8.55 -1.89
C24 3.83 -9.79 -1.31
N6 4.26 -5.02 -0.73
H62 5.69 -5.07 -3.14
H63 5.51 -6.81 -3.27
H64 6.53 -5.95 -1.94
H65 3.55 -6.07 -2.44
H66 3.40 -7.42 -0.26
H67 5.19 -7.78 -0.42
H68 4.72 -10.05 -0.69
H69 3.74 -10.47 -2.12
H70 3.01 -9.89 -0.58
H71 4.30 -4.16 -1.29
H72 3.37 -5.04 -0.21
C25 5.15 0.89 0.47
C26 6.16 -0.25 0.53
C27 5.78 -1.44 -0.32
O10 4.52 -2.03 -0.16
C28 4.11 -2.27 1.18
N7 7.46 0.25 0.09
H73 4.91 1.19 -0.53
H74 5.64 1.75 0.94
H75 4.21 0.62 0.95
H76 6.27 -0.62 1.52
H77 6.55 -2.24 -0.15
H78 5.87 -1.17 -1.38
H79 4.90 -2.84 1.72
H80 3.17 -2.78 1.08
H81 3.88 -1.32 1.68
H82 7.46 0.65 -0.84
H83 8.20 -0.47 0.10
C29 3.61 2.90 4.14
C30 2.25 2.48 4.71
C31 2.22 1.06 5.19
O11 2.52 0.11 4.22
C32 1.52 -0.04 3.27
N8 1.68 3.29 5.77
H84 3.85 2.36 3.21
H85 4.43 2.72 4.85
H86 3.61 3.98 3.88
H87 1.55 2.49 3.86
H88 1.25 0.90 5.66
H89 2.92 0.87 6.03
H90 1.61 -1.01 2.83
H91 1.62 0.66 2.40
H92 0.53 0.04 3.74
H93 1.52 4.26 5.49
H94 2.19 3.24 6.66
C33 -3.95 0.72 -2.57
C34 -3.91 -0.35 -3.67
C35 -4.64 0.18 -4.89
O12 -4.49 -0.59 -6.14
C36 -5.49 -0.28 -7.10
N9 -2.46 -0.55 -3.95
H95 -3.50 0.39 -1.65
H96 -4.96 1.02 -2.31
H97 -3.37 1.60 -2.96
H98 -4.27 -1.26 -3.26
H99 -4.23 1.21 -5.05
H100 -5.72 0.26 -4.79
H101 -5.11 0.43 -7.87
H102 -6.41 0.17 -6.69
H103 -5.79 -1.19 -7.65
H104 -2.13 0.29 -4.41
H105 -2.32 -1.23 -4.70
C37 -0.99 2.31 2.87
C38 -0.49 3.60 2.20
C39 -0.06 3.21 0.78
O13 0.55 4.23 0.01
C40 0.41 3.98 -1.37
N10 -1.50 4.61 2.29
H106 -1.13 2.38 3.98
H107 -0.23 1.54 2.78
H108 -1.79 1.88 2.34
H109 0.34 3.95 2.78
H110 -0.94 2.84 0.25
H111 0.61 2.37 0.87
H112 0.06 4.89 -1.86
H113 -0.29 3.15 -1.53
H114 1.39 3.69 -1.87
H115 -2.30 4.36 1.72
H116 -1.13 5.46 1.91
C41 4.34 2.87 -2.65
C42 3.65 3.51 -3.88
C43 3.74 5.05 -4.04
O14 3.31 5.41 -5.29
C44 3.54 6.67 -5.79
N11 4.05 2.77 -5.09
H117 5.45 2.98 -2.79
H118 4.27 1.80 -2.70
H119 4.12 3.25 -1.66
H120 2.59 3.36 -3.69
H121 4.76 5.42 -3.82
H122 3.08 5.53 -3.34
H123 2.95 7.51 -5.32
H124 3.13 6.62 -6.83
H125 4.61 7.01 -5.75
H126 5.04 2.93 -5.18
H127 3.69 3.15 -5.97
C45 1.68 1.84 -8.26
C46 0.60 0.80 -8.63
C47 -0.46 0.68 -7.57
O15 -1.20 1.95 -7.62
C48 -2.33 2.00 -6.80
N12 0.08 1.14 -9.94
H128 1.23 2.85 -8.27
H129 2.52 1.74 -9.01
H130 2.04 1.76 -7.22
H131 1.12 -0.15 -8.71
H132 -0.06 0.46 -6.56
H133 -1.13 -0.15 -7.83
H134 -3.09 1.29 -7.14
H135 -2.77 3.02 -6.74
H136 -2.10 1.76 -5.75
H137 -0.58 0.46 -10.31
H138 -0.35 2.06 -9.96
C49 1.98 0.05 -0.99
C50 0.53 -0.28 -1.36
C51 -0.38 -0.32 -0.13
O16 -0.07 -1.46 0.66
C52 -1.08 -1.66 1.58
N13 -0.03 0.65 -2.29
H139 2.52 -0.84 -0.68
H140 1.97 0.79 -0.21
H141 2.53 0.47 -1.84
H142 0.54 -1.30 -1.78
H143 -1.45 -0.46 -0.44
H144 -0.28 0.59 0.45
H145 -2.07 -1.87 1.18
H146 -1.15 -0.75 2.26
H147 -0.79 -2.47 2.21
H148 -0.95 0.38 -2.64
H149 0.60 0.79 -3.07
C53 2.87 -3.34 4.52
C54 3.26 -4.44 5.52
C55 4.80 -4.89 5.32
O17 5.16 -5.70 6.44
C56 6.56 -5.99 6.53
N14 2.96 -4.07 6.95
H150 3.45 -2.46 4.67
H151 1.83 -3.03 4.69
H152 2.93 -3.70 3.50
H153 2.71 -5.37 5.32
H154 5.34 -3.96 5.39
H155 5.02 -5.27 4.33
H156 6.94 -6.63 5.71
H157 6.71 -6.43 7.52
H158 7.17 -5.07 6.47
H159 3.45 -3.16 7.10
H160 3.56 -4.68 7.54
C57 -0.20 -2.13 6.20
C58 -1.48 -1.35 5.78
C59 -2.62 -2.29 5.46
O18 -3.79 -1.61 5.04
C60 -4.81 -2.52 4.88
N15 -1.83 -0.37 6.77
H161 0.14 -3.01 5.68
H162 -0.36 -2.44 7.27
H163 0.64 -1.44 6.21
H164 -1.32 -0.82 4.81
H165 -2.83 -2.98 6.27
H166 -2.27 -2.94 4.66
H167 -4.73 -2.98 3.85
H168 -5.76 -1.98 4.86
H169 -4.84 -3.25 5.67
H170 -1.67 -0.74 7.70
H171 -2.80 -0.20 6.63
C61 6.65 8.44 2.86
C62 5.40 7.64 2.94
C63 5.21 6.85 1.70
O19 4.01 6.10 1.84
C64 3.96 4.92 1.03
N16 5.46 6.83 4.16
H172 6.67 9.31 3.56
H173 6.79 8.89 1.87
H174 7.53 7.82 3.05
H175 4.51 8.25 3.05
H176 6.07 6.16 1.52
H177 5.15 7.45 0.79
H178 4.55 4.14 1.47
H179 4.25 5.18 -0.01
H180 2.94 4.56 0.84
H181 6.28 6.27 4.27
H182 4.61 6.26 4.25
C65 -1.48 -6.67 8.86
C66 -2.27 -5.87 7.84
C67 -3.51 -6.63 7.36
O20 -4.10 -5.96 6.18
C68 -3.48 -6.17 4.93
N17 -2.77 -4.66 8.46
H183 -0.87 -7.46 8.48
H184 -2.15 -7.13 9.62
H185 -0.75 -6.10 9.43
H186 -1.66 -5.64 6.96
H187 -4.31 -6.66 8.13
H188 -3.18 -7.59 6.93
H189 -3.72 -7.17 4.58
H190 -2.39 -6.06 4.97
H191 -3.88 -5.47 4.21
H192 -3.48 -4.20 7.88
H193 -2.01 -4.00 8.56
C69 -5.02 -6.57 -1.03
C70 -4.39 -7.38 0.05
C71 -5.37 -7.76 1.15
O21 -5.88 -6.51 1.76
C72 -7.03 -6.66 2.56
N18 -3.76 -8.51 -0.51
H194 -5.39 -5.61 -0.63
H195 -5.83 -7.02 -1.59
H196 -4.22 -6.37 -1.76
H197 -3.72 -6.70 0.61
H198 -4.83 -8.29 1.94
H199 -6.16 -8.45 0.75
H200 -7.63 -5.78 2.53
H201 -6.75 -6.93 3.58
H202 -7.67 -7.48 2.20
H203 -3.19 -8.33 -1.31
H204 -3.23 -9.04 0.15
C73 0.25 7.39 -7.91
C74 0.54 5.94 -7.94
C75 -0.56 5.14 -7.21
O22 -0.46 5.17 -5.82
C76 0.23 4.05 -5.29
N19 0.50 5.50 -9.36
H205 0.50 7.69 -6.88
H206 -0.82 7.61 -8.12
H207 0.83 8.05 -8.57
H208 1.53 5.76 -7.44
H209 -0.55 4.15 -7.60
H210 -1.54 5.57 -7.50
H211 -0.27 3.11 -5.52
H212 0.31 4.05 -4.19
H213 1.27 4.04 -5.63
H214 0.92 6.13 -10.04
H215 1.07 4.66 -9.42